{"formula": "C23H26BrF4N4OOs", "method": "ωB97M-V/def2-TZVPD", "elements": ["Os", "C", "N", "C", "C", "C", "N", "C", "C", "F", "C", "F", "C", "C", "F", "C", "F", "H", "H", "H", "H", "H", "H", "H", "H", "H", "H", "H", "O", "C", "C", "C", "C", "C", "C", "C", "C", "N", "H", "H", "H", "H", "H", "H", "H", "H", "H", "H", "H", "Br", "C", "C", "C", "C", "C", "N", "H", "H", "H", "H"], "xyz": [[0.558220, -0.230433, 0.118342], [3.322620, 0.468667, 1.600042], [1.937120, 0.119267, 1.949842], [1.954820, -1.155233, 2.689642], [1.416820, 1.198667, 2.823142], [-0.110780, 1.271767, 2.881342], [-0.609680, 1.374667, 1.551842], [-1.744080, 1.962067, 1.210142], [-1.914580, 2.258867, -0.172258], [-0.869480, 1.885867, -0.958458], [-3.009380, 2.917067, -0.679558], [-3.062780, 3.209567, -1.963858], [-4.066780, 3.251867, 0.173942], [-3.990780, 2.912467, 1.523142], [-5.011780, 3.154667, 2.310742], [-2.846380, 2.317667, 2.055042], [-2.782180, 2.007467, 3.340942], [3.926220, 0.578467, 2.504942], [3.360520, 1.416467, 1.067242], [3.784520, -0.310433, 0.998142], [2.728720, -1.136833, 3.464842], [2.190920, -1.988233, 2.023442], [1.006720, -1.326633, 3.195942], [1.786620, 2.155567, 2.445242], [1.806120, 1.070267, 3.838242], [-0.389480, 2.131667, 3.503142], [-0.531280, 0.382667, 3.369942], [-4.939280, 3.766367, -0.210058], [-1.047380, -1.292033, 1.421642], [-2.194080, -1.985433, 0.892942], [-1.807980, -3.403733, 0.486042], [-0.584580, -3.368433, -0.444858], [-0.823080, -2.446533, -1.605658], [-1.604080, -2.901433, -2.666858], [-1.899080, -2.059733, -3.721658], [-1.366080, -0.776233, -3.716258], [-0.561180, -0.401833, -2.659858], [-0.332380, -1.194833, -1.600058], [-0.719280, -1.872533, 2.130142], [-2.539780, -1.403933, 0.033942], [-2.980780, -1.994333, 1.655542], [-2.658680, -3.875233, -0.002858], [-1.571280, -4.005133, 1.365942], [-0.404180, -4.373633, -0.821358], [0.303520, -3.056933, 0.112642], [-1.968180, -3.917133, -2.649858], [-2.527780, -2.388833, -4.535458], [-1.567180, -0.074733, -4.509358], [-0.084480, 0.567867, -2.679258], [2.893020, -2.165933, -1.138958], [2.964620, -0.342333, -1.689958], [3.919420, 0.078667, -2.598858], [3.980920, 1.430067, -2.912958], [3.105720, 2.304267, -2.276058], [2.168620, 1.794667, -1.396958], [2.073820, 0.484367, -1.114858], [4.604120, -0.634433, -3.034858], [4.705320, 1.789167, -3.631058], [3.149120, 3.367667, -2.454358], [1.472020, 2.454367, -0.891658]], "forces_ev_per_angstrom": [[-0.4, -0.4, 1.2], [0.7, 0.1, -0.1], [-0.8, -0.1, -0.8], [0.2, -0.5, 0.3], [-0.6, 0.6, 0.3], [0.4, -0.2, 0.9], [0.2, -0.3, -1.0], [-0.4, 0.2, -0.1], [-0.2, 0.1, -0.2], [-0.3, 0.3, -0.2], [0.5, -0.4, 0.2], [0.0, 0.0, 0.0], [0.1, -0.1, 0.2], [0.5, -0.2, 0.0], [0.1, 0.0, 0.1], [-0.2, 0.1, 0.0], [-0.1, 0.1, -0.2], [-0.1, 0.0, 0.1], [-0.1, 0.0, 0.0], [-0.1, -0.1, 0.0], [-0.1, 0.1, -0.1], [-0.1, 0.1, 0.0], [-0.1, 0.0, 0.0], [0.0, -0.1, 0.0], [0.1, 0.0, -0.1], [0.1, -0.2, -0.1], [0.0, 0.1, 0.0], [0.0, 0.0, 0.0], [1.2, 0.2, 0.0], [-0.9, -0.7, -0.4], [0.2, 0.5, 0.0], [-0.2, 0.1, 0.1], [-0.3, -0.7, -0.1], [0.3, 0.2, 0.2], [0.0, 0.1, 0.0], [0.2, 0.0, 0.3], [-0.2, 0.3, -0.8], [0.3, 0.7, 0.8], [0.2, 0.4, 0.0], [0.0, 0.0, 0.2], [0.2, 0.1, -0.1], [-0.1, 0.0, 0.0], [-0.1, 0.0, 0.0], [0.2, 0.0, 0.0], [0.0, -0.1, -0.1], [0.0, -0.1, 0.0], [0.0, -0.1, -0.1], [0.1, 0.0, -0.1], [-0.1, 0.0, 0.1], [0.0, 0.5, -0.1], [0.0, -0.5, 0.1], [-0.1, 0.0, 0.2], [-0.2, -0.1, 0.2], [0.0, -0.2, 0.1], [0.0, 0.7, -0.1], [0.1, -0.3, -0.2], [0.0, 0.0, 0.0], [0.0, 0.0, 0.0], [-0.1, 0.1, 0.0], [0.0, -0.1, 0.0]], "lowdin_spin": [2.548, 0.002, 0.023, 0.008, 0.016, 0.050, 0.497, 0.080, 0.106, 0.056, 0.004, -0.012, 0.204, -0.011, -0.019, 0.144, 0.048, 0.000, 0.000, 0.000, 0.000, 0.002, 0.000, 0.000, 0.001, 0.007, 0.019, 0.008, 0.037, 0.002, 0.002, 0.009, 0.007, 0.000, 0.010, 0.000, 0.017, 0.022, 0.001, 0.000, 0.000, 0.001, 0.000, 0.001, 0.005, 0.000, 0.000, 0.000, 0.002, 0.064, 0.007, 0.001, -0.001, 0.001, 0.009, 0.012, 0.001, 0.000, 0.000, 0.003], "total_charge": 3, "homo_ev": [-17.5, -17.8], "spin_multiplicity": 5, "lumo_energy_ev": [-9.748, -11.727], "s_squared": 6.056}